Entry 1:
Below is an isolated molecule of C19H29NO3, with properties calculated with ωB97M-V/def2-TZVPD.

XYZ file:
```
52
Properties=species:S:1:pos:R:3
C -3.921 -2.687 -0.725
C -4.372 -1.393 -0.056
C -4.191 -0.141 -0.943
N -2.966 0.615 -0.793
C -1.753 -0.090 -1.151
C -0.608 0.908 -1.311
C -0.382 1.711 -0.027
C 0.662 2.832 -0.242
C 2.116 2.383 -0.092
O 2.399 1.367 -1.030
C 3.375 0.462 -0.754
C 3.382 -0.687 -1.548
C 4.328 -1.670 -1.346
C 5.282 -1.529 -0.351
C 5.286 -0.387 0.428
C 4.344 0.610 0.232
C 0.120 0.844 1.125
O 0.043 1.165 2.285
O 0.707 -0.278 0.709
C 1.259 -1.143 1.699
C 0.210 -2.112 2.225
C -1.720 2.339 0.388
C -2.812 1.276 0.484
H -4.470 -2.844 -1.651
H -4.109 -3.535 -0.070
H -2.860 -2.665 -0.958
H -5.429 -1.487 0.199
H -3.825 -1.254 0.879
H -5.007 0.559 -0.739
H -4.264 -0.435 -1.994
H -1.920 -0.600 -2.103
H -1.473 -0.844 -0.396
H 0.304 0.386 -1.593
H -0.871 1.608 -2.106
H 0.494 3.619 0.497
H 0.519 3.254 -1.237
H 2.782 3.243 -0.262
H 2.281 2.022 0.930
H 2.630 -0.784 -2.316
H 4.318 -2.555 -1.966
H 6.020 -2.301 -0.189
H 6.033 -0.261 1.199
H 4.384 1.498 0.843
H 1.658 -0.537 2.520
H 2.073 -1.670 1.196
H -0.215 -2.687 1.406
H -0.584 -1.564 2.726
H 0.667 -2.794 2.937
H -1.609 2.828 1.357
H -2.009 3.082 -0.356
H -3.761 1.750 0.747
H -2.547 0.573 1.295
```

Its SMILES is CCCN1CCC(CCOc2ccccc2)(C(=O)OCC)CC1. The LUMO energy is 0.0314 Ha. Its HOMO energy is -8.2 eV. Its relative energy (zero: lowest compared OMol25 entry of this formula, charge and spin) is 5.51 kcal/mol. As for the frontier orbital gap: 9.069 eV. The calculation puts the total energy at -27806.61070 eV.

Mulliken atomic charge list, values in e, 8 entries:
1. C -1.2427
2. C -0.2063
3. C -1.0265
4. N -0.0514
5. C -0.3708
6. C -0.9669
7. C 2.1395
8. C -1.7044

Entry 2:
Below is a structure of composition C60H50F12Na2 at a distorted geometry, with properties calculated with ωB97M-V/def2-TZVPD.

XYZ file:
```
124
Properties=species:S:1:pos:R:3
Na 0.279 0.200 -0.150
Na 0.221 -1.657 -2.031
F 0.902 -1.698 -0.140
F -0.267 0.190 -1.999
F 1.506 5.201 -5.464
C 2.178 4.042 -5.495
C 1.872 3.036 -4.610
C 2.608 1.837 -4.728
C 3.588 1.684 -5.705
C 3.839 2.720 -6.606
C 3.171 3.918 -6.480
H 1.021 3.185 -3.948
H 2.397 1.073 -4.003
H 4.249 0.830 -5.696
H 4.568 2.548 -7.376
H 3.286 4.731 -7.193
F -6.527 -2.524 -1.731
C -5.821 -1.452 -1.384
C -4.645 -1.106 -2.045
C -3.931 -0.009 -1.631
C -4.432 0.804 -0.600
C -5.637 0.497 0.018
C -6.319 -0.657 -0.380
H -4.301 -1.720 -2.863
H -2.965 0.172 -2.089
H -3.863 1.664 -0.240
H -6.045 1.153 0.765
H -7.191 -0.903 0.212
F -2.915 -4.022 5.210
C -2.720 -3.397 4.041
C -1.528 -3.500 3.400
C -1.319 -2.673 2.265
C -2.394 -1.882 1.784
C -3.611 -1.854 2.441
C -3.779 -2.629 3.570
H -0.759 -4.142 3.816
H -0.385 -2.717 1.713
H -2.257 -1.299 0.885
H -4.413 -1.268 2.008
H -4.736 -2.623 4.062
F -0.002 1.107 2.412
C 0.017 0.447 3.562
C 0.851 -0.643 3.707
C 0.931 -1.294 4.944
C 0.137 -0.843 6.019
C -0.707 0.257 5.831
C -0.810 0.927 4.592
H 1.377 -0.996 2.825
H 1.586 -2.159 5.025
H 0.216 -1.292 7.020
H -1.314 0.576 6.673
H -1.446 1.820 4.475
F -1.099 2.362 0.400
C -0.864 3.489 -0.340
C -0.428 4.570 0.364
C -0.099 5.747 -0.369
C -0.202 5.761 -1.754
C -0.660 4.640 -2.418
C -0.989 3.446 -1.691
H -0.255 4.548 1.439
H 0.249 6.595 0.201
H 0.145 6.664 -2.244
H -0.721 4.619 -3.489
H -1.210 2.568 -2.245
F -0.995 -3.668 -3.023
C -2.005 -4.126 -2.230
C -1.721 -4.402 -0.902
C -2.764 -4.795 -0.074
C -4.053 -5.012 -0.584
C -4.302 -4.744 -1.915
C -3.271 -4.287 -2.727
H -0.734 -4.312 -0.427
H -2.591 -4.995 0.969
H -4.836 -5.303 0.108
H -5.269 -4.901 -2.356
H -3.462 -4.231 -3.786
F 2.107 -2.116 -3.529
C 3.451 -1.947 -3.294
C 3.924 -1.982 -1.999
C 5.254 -1.674 -1.778
C 6.101 -1.288 -2.845
C 5.606 -1.247 -4.114
C 4.270 -1.596 -4.392
H 3.278 -2.208 -1.166
H 5.624 -1.655 -0.749
H 7.111 -0.960 -2.634
H 6.277 -0.999 -4.916
H 3.953 -1.537 -5.419
F -4.315 3.877 0.366
C -4.684 3.675 1.672
C -5.823 4.303 2.162
C -6.266 4.009 3.407
C -5.572 3.070 4.193
C -4.400 2.535 3.737
C -3.968 2.805 2.438
H -6.411 4.931 1.520
H -7.143 4.513 3.767
H -5.901 2.920 5.212
H -3.910 1.719 4.249
H -3.069 2.364 2.062
F 4.182 3.926 2.158
C 3.831 2.953 1.263
C 3.168 3.358 0.134
C 2.747 2.426 -0.817
C 3.009 1.086 -0.572
C 3.737 0.742 0.570
C 4.129 1.661 1.539
H 2.844 4.373 0.023
H 2.326 2.781 -1.752
H 2.709 0.323 -1.292
H 3.887 -0.308 0.831
H 4.629 1.321 2.420
F 5.277 -5.176 -0.458
C 5.162 -4.309 0.536
C 6.328 -3.909 1.168
C 6.331 -2.885 2.136
C 5.122 -2.322 2.503
C 3.958 -2.732 1.864
C 3.948 -3.737 0.879
H 7.206 -4.464 0.880
H 7.257 -2.627 2.632
H 5.096 -1.566 3.273
H 2.992 -2.284 2.094
H 3.004 -4.032 0.441
```

The LUMO energy is 0.0115 Ha. Its HOMO energy is -8.9 eV. Its relative energy (zero: lowest compared OMol25 entry of this formula, charge and spin) is 0.00 kcal/mol. As for the frontier orbital gap: 9.245 eV. The calculation puts the total energy at -104477.36976 eV.

Mulliken atomic charge list, values in e, 8 entries:
1. Na 1.0313
2. Na 0.8944
3. F -0.7316
4. F -0.9408
5. F -0.3070
6. C 0.4867
7. C -0.5656
8. C -0.0011

Entry 3:
Below is an isolated molecule of C2H3Cl3N2 at a distorted geometry, with properties calculated with ωB97M-V/def2-TZVPD.

XYZ file:
```
10
Properties=species:S:1:pos:R:3
H -0.049 1.997 -0.048
N -0.902 1.430 0.096
C -0.485 0.248 0.035
N -1.333 -0.803 -0.032
C 1.069 -0.081 0.094
Cl 1.506 -1.483 -0.891
Cl 2.002 1.281 -0.608
Cl 1.559 -0.367 1.821
H -2.324 -0.549 -0.032
H -1.042 -1.671 -0.434
```

Its SMILES is [H]/N=C(/N)C(Cl)(Cl)Cl. The LUMO energy is 0.0160 Ha. Its HOMO energy is -9.8 eV. Its relative energy (zero: lowest compared OMol25 entry of this formula, charge and spin) is 2.01 kcal/mol. As for the frontier orbital gap: 10.192 eV. The calculation puts the total energy at -42669.82961 eV.

Mulliken atomic charge list, values in e, 8 entries:
1. H 0.2679
2. N -0.6793
3. C 0.3531
4. N -0.3817
5. C 0.4201
6. Cl -0.1681
7. Cl -0.1772
8. Cl -0.1111